26
Properties=species:S:1:pos:R:3:forces:R:3 method="wB97M-V/def2-TZVPD" energy_ev=-12079.24357 lumo_ev=0.750 spin_multiplicity=1 total_charge=0 homo_lumo_gap_ev=7.615 e_above_lowest_ev=3.725
C 1.777 0.103 0.615 -0.38 -0.04 0.23
C 3.220 0.168 0.270 0.01 -0.02 -0.08
C 0.986 -0.231 -1.618 -0.07 0.05 0.33
O 1.347 -0.979 1.199 0.04 0.36 -0.28
O 1.154 1.254 0.821 0.20 -0.33 -0.13
H 0.346 -0.861 1.502 0.03 0.10 -0.07
H 0.205 1.101 0.505 -0.11 -0.11 0.03
H 3.789 0.335 1.191 -0.08 -0.01 -0.03
H 3.410 0.990 -0.414 -0.03 -0.02 0.02
H 3.544 -0.774 -0.169 -0.03 0.03 0.02
H 1.583 -1.144 -1.627 0.03 0.00 -0.03
H 1.589 0.615 -1.953 0.02 -0.01 -0.02
H 0.190 -0.370 -2.359 0.02 0.00 0.00
C -1.311 0.053 0.141 0.32 0.00 -0.02
C -1.902 -1.137 -0.599 -0.01 0.09 0.08
C -2.206 1.277 0.000 -0.01 -0.10 0.05
N -1.137 -0.361 1.574 -0.07 -0.01 -0.09
H -0.041 0.014 -0.639 -0.01 -0.05 0.06
H -1.139 0.445 2.193 -0.02 -0.01 -0.05
H -1.896 -0.966 1.886 0.03 0.06 -0.05
H -2.899 -1.394 -0.210 0.04 0.02 0.00
H -3.237 1.073 0.331 0.04 0.00 -0.01
H -1.841 2.132 0.580 0.01 -0.03 -0.01
H -1.263 -2.019 -0.513 0.01 0.02 0.01
H -2.015 -0.916 -1.661 0.01 0.01 0.02
H -2.252 1.594 -1.045 0.01 -0.02 0.03

14
Properties=species:S:1:pos:R:3:forces:R:3 method="wB97M-V/def2-TZVPD" energy_ev=-21049.03694 lumo_ev=-1.479 spin_multiplicity=1 total_charge=0 homo_lumo_gap_ev=9.221 e_above_lowest_ev=1.351
Li -0.512 2.205 -2.031 0.07 -0.70 0.56
Cl -0.578 0.489 -0.548 0.02 0.69 -0.53
O -0.282 2.748 1.867 0.17 0.03 -0.21
H 0.096 2.237 2.590 -0.08 0.02 -0.07
H -0.238 2.157 1.097 -0.14 -0.10 0.31
O 2.609 0.228 -1.169 -0.29 0.06 0.16
H 1.709 0.060 -0.828 0.33 0.14 -0.20
H 3.016 0.810 -0.517 -0.04 -0.10 -0.03
O -2.881 -1.698 -1.692 0.01 0.17 -0.19
H -2.526 -0.808 -1.555 0.03 -0.29 0.16
H -2.104 -2.268 -1.667 -0.04 0.07 0.09
O 0.235 -2.262 1.534 0.19 0.10 0.01
H 1.122 -2.480 1.844 -0.10 0.01 -0.05
H 0.334 -1.417 1.074 -0.14 -0.10 0.00